9
Properties=species:S:1:pos:R:3:mulliken_charge:R:1 method="wB97M-V/def2-TZVPD" homo_energy_ev=-10.073 total_charge=0 gap_ev=10.996 multiplicity=1 smiles="NC=O.O" e_tot_ev=-6703.5187 largest_force_ha_per_bohr=0.0147
C 1.280 -0.368 0.471 0.089
N 0.386 0.570 0.896 -0.348
O 1.095 -1.044 -0.519 -0.551
H 2.198 -0.447 1.072 0.332
H -0.498 0.434 0.428 0.249
H 0.368 0.800 1.877 0.252
H -0.904 -0.353 -1.621 0.359
H -2.424 0.071 -1.299 0.316
O -1.499 0.338 -1.305 -0.699

10
Properties=species:S:1:pos:R:3:mulliken_charge:R:1 method="wB97M-V/def2-TZVPD" homo_energy_ev=-3.819 total_charge=-1 gap_ev=8.224 multiplicity=1 smiles="C[P@@](N)(=O)[O-]" e_tot_ev=-15994.7961 largest_force_ha_per_bohr=0.1090
C -0.437 0.313 1.195 -0.861
N 1.253 0.106 -0.938 -0.509
O -0.364 -1.937 -0.362 -0.729
O -1.604 0.038 -1.417 -0.823
P -0.308 -0.467 -0.527 0.787
H 0.485 -0.060 1.860 0.225
H -0.699 1.420 1.293 0.299
H -1.416 -0.176 1.528 0.199
H 1.860 -0.320 -1.634 0.219
H 1.230 1.082 -0.997 0.193

10
Properties=species:S:1:pos:R:3:mulliken_charge:R:1 method="wB97M-V/def2-TZVPD" homo_energy_ev=-8.816 total_charge=0 gap_ev=9.565 multiplicity=1 e_tot_ev=-17536.3223 largest_force_ha_per_bohr=0.0816
C -0.113 0.141 -0.486 0.161
N -1.325 0.676 0.158 -0.509
O 0.989 0.894 -0.234 -0.496
O 1.747 -1.674 0.220 -0.621
S 0.218 -1.604 0.406 0.228
H -0.153 -0.101 -1.570 0.321
H 0.145 -1.031 1.788 0.170
H -2.199 0.560 -0.213 0.210
H 1.828 0.528 -0.434 0.343
H -1.137 1.612 0.365 0.193